This record from the Open Molecules 2025 dataset describes a molecular structure, C2H4N4O in a non-equilibrium geometry. The level of theory is the ωB97M-V functional and the def2-TZVPD basis.

Calculated values
LUMO (eV): 0.57
HOMO-LUMO gap (eV): 10.2
Spin multiplicity: 1
Electronic energy (eV): -10141.45414
Energy above the lowest of the compared OMol25 structures with the same formula, charge and spin (kcal per mole): 131.0

```
11
Properties=species:S:1:pos:R:3:mulliken_charge:R:1
C -1.2712 -0.8212 0.0511 -0.75
C 1.2097 0.2289 -0.1082 0.48
H -2.2393 0.1434 -0.0862 0.32
H -1.0984 -1.2693 1.1369 0.28
H -1.3238 -1.3816 -0.9540 0.31
H 1.9355 -1.6937 0.0038 0.23
N -0.2279 0.1896 -0.2102 0.39
N -0.6563 1.4337 0.0198 -0.09
N 0.1606 2.3059 0.1774 -0.29
N 2.1792 -0.6800 0.1305 -0.62
O 1.3319 1.5443 -0.1610 -0.25
```